Formula: C12H18NO7P2Pt
Source: the OMol25 dataset
Level of theory: ωB97M-V with the def2-TZVPD basis set

Summary:
Relative energy (zero: lowest compared OMol25 entry of this formula, charge and spin) (kcal per mole): 27.84
Kohn-Sham gap (eV): 7.8
Total energy (eV): -50392.084
LUMO (eV): 2.624
Charge: -1

```
41
Properties=species:S:1:pos:R:3:forces:R:3
Pt 0.577476 0.299329 1.238173 -0.223 0.679 -0.216
O 4.438014 0.805081 2.653152 0.049 0.054 0.007
P 3.154957 0.185659 1.922677 -0.059 -0.113 0.025
O 1.918168 0.588464 2.771690 0.114 -0.174 -0.040
O 3.070292 0.606894 0.503180 -0.122 0.036 0.025
O 3.399369 -1.373609 2.076495 0.003 -0.101 0.260
P 2.400900 -2.621465 1.554156 0.091 0.138 -0.195
O 1.268912 -2.561165 2.722923 -0.023 0.067 0.028
O 3.207902 -3.849957 1.649376 0.026 -0.035 0.001
O 1.739637 -2.170669 0.293621 -0.055 -0.053 0.021
H 4.364124 0.723640 3.609972 -0.009 -0.028 -0.017
H 1.643855 -2.243345 3.549829 0.012 -0.053 -0.004
C -0.990027 0.866974 2.369319 -0.145 -0.136 0.106
C -1.949340 1.764581 1.654658 0.070 -0.018 -0.058
C -1.638838 3.106526 1.424928 -0.013 0.004 0.007
C -2.515717 3.940026 0.750231 0.016 0.001 0.005
C -3.729211 3.450279 0.280744 0.001 0.005 -0.002
C -4.051522 2.119130 0.499743 0.003 -0.019 0.005
C -3.170166 1.289109 1.179963 -0.002 -0.004 -0.014
H -1.500440 -0.041960 2.702182 0.010 0.001 -0.005
H -0.588308 1.371913 3.251408 0.133 -0.019 -0.049
H -0.682724 3.483476 1.769355 -0.001 0.004 -0.001
H -2.248818 4.976854 0.582512 -0.004 -0.002 -0.003
H -4.412362 4.099650 -0.252975 -0.002 -0.001 0.006
H -4.993332 1.722219 0.138980 0.002 0.004 -0.002
H -3.423925 0.247229 1.341404 0.000 0.002 -0.002
C -0.537273 -0.767088 -3.906602 -0.016 0.011 0.011
C 0.221202 -1.293499 -2.686644 0.054 -0.007 0.026
C -0.026143 -2.789721 -2.461047 0.040 -0.060 0.010
C 1.733378 -1.024399 -2.810932 -0.031 0.002 0.023
C -0.201032 -0.581261 -1.473877 -0.170 0.100 0.016
N -0.382555 -0.048888 -0.474639 0.307 -0.312 0.032
H -0.192140 -1.305287 -4.790783 0.000 -0.003 0.006
H -0.347113 0.296164 -4.055358 -0.018 0.007 0.000
H -1.612745 -0.921055 -3.806849 0.007 0.000 0.007
H 0.331526 -3.338919 -3.334346 -0.009 0.011 -0.021
H -1.088089 -3.001919 -2.326160 -0.002 0.015 -0.010
H 0.524775 -3.123071 -1.580787 -0.021 0.027 0.028
H 2.099333 -1.538993 -3.702366 0.021 0.007 0.021
H 2.252641 -1.390125 -1.924968 -0.014 -0.043 0.021
H 1.935360 0.043200 -2.902338 -0.018 0.006 -0.057
```
Forces are in eV/Å.

Löwdin population analysis, charges in e, atoms 1 to 2: atom 1 (Pt): 1.01, atom 2 (O): -0.11

=====

Formula: H4O3Si
Source: the OMol25 dataset
Level of theory: ωB97M-V with the def2-TZVPD basis set

Summary:
SMILES string: O[SiH](O)O
Relative energy (zero: lowest compared OMol25 entry of this formula, charge and spin) (kcal per mole): 0.69
Kohn-Sham gap (eV): 11.7
Total energy (eV): -14088.339
LUMO (eV): 0.427

```
8
Properties=species:S:1:pos:R:3:forces:R:3
O 0.723252 1.449763 -0.296489 -2.511 0.242 0.307
Si -0.042395 0.076920 0.043328 -1.528 -1.867 0.737
O 1.040224 -1.121101 0.362104 0.614 -0.473 -0.936
O -1.145849 -0.543598 -1.083406 0.690 1.437 1.332
H 1.625906 1.519376 -0.455832 2.321 0.048 -0.375
H -0.831694 -0.085007 1.271622 -0.230 1.251 0.032
H 0.747478 -1.966314 -0.009568 0.303 0.173 0.375
H -0.607319 -1.036681 -1.674033 0.342 -0.811 -1.472
```
Forces are in eV/Å.

Löwdin population analysis, charges in e, atoms 1 to 2: atom 1 (O): -0.07, atom 2 (Si): 0.26

=====

Formula: C6H13N2
Source: the OMol25 dataset
Level of theory: ωB97M-V with the def2-TZVPD basis set

Summary:
Relative energy (zero: lowest compared OMol25 entry of this formula, charge and spin) (kcal per mole): 94.09
Kohn-Sham gap (spin up / spin down) (eV): 9.2 / 9.2
Total energy (eV): -9402.788
LUMO (spin up / spin down) (eV): -3.631 / -3.631
Charge: +1

```
21
Properties=species:S:1:pos:R:3:forces:R:3
C -0.893132 -1.017023 -1.005010 -1.473 0.590 -0.085
C -0.689013 -1.295419 1.426999 0.914 1.480 -2.756
C -1.087975 1.365415 0.694227 3.185 2.669 2.187
C 1.442615 1.527311 0.567910 -1.245 -0.158 4.536
C 1.446431 -0.759446 -1.310974 -1.130 0.968 0.026
C 0.250560 0.716332 0.264639 -3.997 0.135 -0.827
N -1.184968 -1.633322 0.257834 -0.900 -1.066 3.634
N 0.158992 -0.117493 -0.746962 3.670 -0.034 -2.299
H -0.593277 -1.816267 -1.678628 0.069 0.377 -0.357
H -1.811669 -0.534197 -1.394526 0.463 -0.165 0.226
H -1.171205 -1.714592 2.261474 -0.680 -1.199 0.878
H -1.118141 1.533839 1.818962 0.638 -0.020 -1.290
H -2.021883 0.986049 0.563421 -2.256 -1.936 -1.304
H -1.077729 2.389020 0.233734 0.040 -0.705 0.347
H 1.784017 2.067525 -0.223801 0.754 1.490 -2.521
H 2.257178 0.928876 0.941654 0.307 -0.240 0.218
H 1.131732 2.278691 1.412506 0.766 -1.448 -1.616
H 1.236223 -1.792614 -0.955963 1.722 0.531 -0.295
H 2.244743 -0.126175 -0.951806 0.541 -0.887 0.762
H 1.633031 -0.673201 -2.417504 -1.240 -0.287 0.866
H -1.936529 -2.313309 0.241814 -0.147 -0.096 -0.329
```
Forces are in eV/Å.

Löwdin population analysis, charges in e, atoms 1 to 2: atom 1 (C): -0.17, atom 2 (C): 0.13

=====

Formula: H6N2O4
Source: the OMol25 dataset
Level of theory: ωB97M-V with the def2-TZVPD basis set

Summary:
SMILES string: NOO.ONO
Relative energy (zero: lowest compared OMol25 entry of this formula, charge and spin) (kcal per mole): 0.00
Kohn-Sham gap (eV): 10.2
Total energy (eV): -11259.740
LUMO (eV): 0.610

```
12
Properties=species:S:1:pos:R:3:forces:R:3
N -1.979374 0.146950 0.449670 -0.111 -0.467 -0.408
O -1.556317 1.334873 0.797124 0.346 0.670 0.397
O -0.180563 1.694543 0.139544 -0.269 -0.668 -0.143
H -1.361600 -0.619028 0.717934 0.016 0.215 -0.018
H -2.330400 0.092375 -0.504203 0.215 0.079 0.078
H -0.242417 2.656219 0.118211 -0.171 0.112 0.052
O 0.843847 -0.916005 0.648341 -1.433 0.493 -0.587
N 0.804324 -1.070366 -0.839539 -0.225 0.596 1.820
O 2.165187 -1.308702 -1.025947 0.692 -2.256 1.856
H 0.964069 0.030581 0.875357 0.038 -0.305 -0.456
H 0.655713 -0.125660 -1.215088 0.107 -0.032 0.287
H 2.217531 -1.915779 -0.161403 0.795 1.562 -2.880
```
Forces are in eV/Å.

Löwdin population analysis, charges in e, atoms 1 to 2: atom 1 (N): 0.01, atom 2 (O): -0.15

=====

Formula: C27H38NOPb
Source: the OMol25 dataset
Level of theory: ωB97M-V with the def2-TZVPD basis set

Summary:
Relative energy (zero: lowest compared OMol25 entry of this formula, charge and spin) (kcal per mole): 0.00
Kohn-Sham gap (eV): 6.0
Total energy (eV): -37399.702
LUMO (eV): 2.508
Charge: -1

```
68
Properties=species:S:1:pos:R:3:forces:R:3
Pb -0.025928 -0.199600 0.363277 0.020 0.903 1.093
C 2.767844 0.391064 1.501825 -0.042 0.061 -0.323
C 3.080520 -0.487416 0.424021 -0.333 0.534 -0.060
C 2.835338 0.211734 -0.795827 -0.107 0.512 0.488
H 3.507745 -1.486145 0.511470 -0.186 0.237 0.011
C 2.362748 1.519188 -0.471262 0.358 -0.544 0.235
C 2.322062 1.630136 0.954676 0.117 -0.566 -0.415
H 2.064817 2.527065 1.517761 -0.014 -0.292 -0.146
H 2.908332 0.172762 2.564828 -0.215 0.047 -0.451
H 3.049189 -0.160811 -1.798074 -0.139 0.044 0.265
H 2.142841 2.314675 -1.183897 -0.041 -0.246 0.218
C -2.929041 0.488043 1.070674 0.264 0.406 -0.467
C -2.197574 1.650020 1.455914 -0.005 -0.259 -0.418
C -1.753868 2.311322 0.271026 -0.451 -0.580 -0.263
H -2.062951 2.008281 2.479018 0.059 -0.223 -0.377
C -2.222418 1.561288 -0.851770 -0.132 -0.025 0.676
C -2.947249 0.432101 -0.357556 0.410 0.457 0.337
H -3.479909 -0.297645 -0.966252 0.183 0.115 0.168
H -3.443417 -0.197026 1.744705 0.281 0.153 -0.185
H -1.212276 3.254750 0.224829 -0.066 -0.291 0.035
H -2.118462 1.843083 -1.899159 0.073 -0.081 0.271
O -0.071389 -1.263691 -2.058180 -0.363 0.831 -3.647
C -0.237809 -0.665294 -3.673287 0.122 -0.798 2.158
C 0.459987 -1.944940 -4.137716 0.104 -0.177 0.730
C 0.542841 0.608625 -3.791592 0.100 0.399 0.349
C -1.701081 -0.583027 -4.013399 -0.383 0.238 0.229
C 0.529885 -2.414284 -2.675660 0.235 -0.329 0.004
H 1.443763 -1.778751 -4.585624 -0.220 0.034 -0.048
H -0.158284 -2.584081 -4.772486 0.101 0.164 -0.035
H -0.068912 -3.312999 -2.486823 0.153 0.011 0.086
H 1.553999 -2.562232 -2.311585 -0.152 -0.075 0.049
H 0.557269 0.945239 -4.840988 -0.074 -0.177 0.186
H 1.581490 0.476855 -3.451939 -0.405 0.013 -0.097
H 0.077044 1.403921 -3.183503 0.193 -0.335 -0.200
H -1.840069 -0.681571 -5.103727 0.166 0.054 0.286
H -2.117063 0.384463 -3.696906 0.043 -0.347 -0.039
H -2.275035 -1.385715 -3.522435 0.309 0.259 -0.183
C -1.241192 -2.297087 7.267040 -0.028 -0.103 0.143
C -0.778771 -1.420376 6.132240 0.257 0.464 -0.384
C -0.386458 -0.103359 6.371492 -0.059 -0.054 0.349
C 0.043794 0.720070 5.322190 -0.276 -0.583 -0.113
C 0.497876 2.114936 5.655298 0.059 0.259 -0.060
C 0.043203 0.230858 4.020715 0.043 0.011 -0.170
C -0.327547 -1.118903 3.712149 -0.092 -0.570 -0.101
C -0.725144 -1.915372 4.833308 -0.050 -0.074 0.108
N -0.280271 -1.585585 2.424498 0.287 0.213 -0.567
C -0.462833 -3.021073 2.103251 -0.052 0.884 0.610
C 0.572766 -3.880399 2.835085 0.196 -0.282 0.075
C -1.905548 -3.462297 2.376103 -0.316 -0.238 -0.009
C -0.223789 -3.265445 0.607921 0.038 -0.079 -0.145
H -0.445218 -2.448373 8.008707 -0.117 0.033 -0.132
H -2.093898 -1.850074 7.795169 0.139 -0.063 -0.106
H -1.550385 -3.281444 6.900650 0.034 0.115 0.053
H -0.409686 0.287261 7.394213 0.027 -0.064 -0.262
H -0.304616 2.686681 6.141243 0.115 -0.093 -0.135
H 1.341589 2.096312 6.359627 -0.134 -0.026 -0.180
H 0.813100 2.655842 4.757850 -0.038 -0.041 0.116
H 0.358039 0.893349 3.203048 -0.070 -0.317 0.318
H -0.998731 -2.961436 4.693937 0.056 0.512 0.127
H 0.522847 -3.788880 3.921122 0.046 -0.033 -0.219
H 0.426013 -4.934677 2.571562 0.095 0.009 0.053
H 1.582394 -3.576457 2.527406 -0.210 -0.041 0.010
H -2.582730 -3.002282 1.643553 0.180 -0.088 0.087
H -1.975749 -4.553276 2.287847 -0.165 0.029 -0.009
H -2.267793 -3.167090 3.362588 0.077 -0.095 -0.219
H -0.981181 -2.778061 -0.024399 0.127 -0.009 0.132
H 0.781440 -2.947759 0.292874 -0.141 -0.002 0.099
H -0.298304 -4.344189 0.408237 0.005 0.199 0.010
```
Forces are in eV/Å.

Löwdin population analysis, charges in e, atoms 1 to 2: atom 1 (Pb): 1.56, atom 2 (C): -0.24

=====

- Which value of total energy does entry 1 give?
  -50392.084 eV